Record 1
36
Properties=species:S:1:pos:R:3:forces:R:3:nbo_charge:R:1 method="wB97M-V/def2-TZVPD" homo_ev=-9.838 smiles=O.O.O.O.O.O.O.O.O.O.O.O largest_force_ha_per_bohr=0.1510 total_energy_ha=-917.1199 relative_energy_kcal_mol=129.0 homo_lumo_gap_ha=0.3555
H -0.20596 0.05176 -0.25184 -0.75 -0.02 0.14 0.48
H 0.70492 0.98633 0.50122 0.13 -0.38 0.32 0.47
H -1.83410 1.22966 -4.18204 0.02 -0.67 2.34 0.44
H -0.95652 0.44602 -3.24269 1.70 -1.33 0.21 0.46
H 4.11696 -0.58116 -2.95447 -1.65 2.79 1.94 0.47
H 3.86263 -2.06518 -3.26995 0.63 1.18 -0.02 0.47
H 1.45652 1.03504 4.78303 0.32 -0.38 -0.21 0.49
H 2.43966 -0.14707 5.04394 2.90 -1.64 -1.72 0.46
H -3.03559 -3.74375 1.62943 0.20 0.11 -0.86 0.48
H -1.57669 -3.25305 2.15087 -2.48 -0.95 -0.10 0.49
H 2.50481 1.76213 2.75136 3.36 -0.02 0.62 0.47
H 1.55496 2.43665 1.74871 0.37 -0.57 1.19 0.48
H -0.31410 1.89697 -0.92824 0.77 0.59 -0.13 0.47
H -0.14562 2.49383 -2.45108 -1.42 -1.24 2.42 0.47
H -2.80291 3.79933 0.78259 0.05 0.55 0.12 0.46
H -3.08457 2.60167 -0.14551 0.81 0.54 3.03 0.48
H 4.48260 0.46165 1.28642 0.63 -0.47 -2.33 0.47
H 5.22383 -0.41523 0.20683 0.47 -0.72 0.11 0.48
H -3.03320 -0.36133 1.32352 -0.08 -0.12 0.15 0.48
H -1.61497 -0.75408 1.75164 0.07 -0.70 0.32 0.47
H -1.23212 -1.62925 -0.69289 -1.52 2.31 -3.66 0.47
H -0.04451 -1.82613 0.22309 1.19 0.43 -0.15 0.48
H -2.68221 -1.38569 -3.67151 0.32 0.16 0.11 0.47
H -3.53380 -2.50887 -3.25631 -1.23 -0.67 0.19 0.47
O 0.69034 0.37565 -0.24436 0.77 0.08 0.26 -0.95
O -1.66307 1.04378 -3.17822 -4.10 -0.34 -6.58 -0.91
O 4.46091 -1.29137 -3.39254 1.01 -3.95 -1.86 -0.94
O 1.73417 0.31413 5.36035 -3.29 2.01 1.89 -0.95
O -2.49603 -3.60771 2.39748 2.26 0.83 0.89 -0.96
O 1.63039 1.82128 2.51796 -3.67 0.78 -1.78 -0.94
O -0.76371 2.04525 -1.76279 2.61 3.37 1.15 -0.95
O -2.87366 2.85014 0.84909 -0.76 -1.04 -3.19 -0.94
O 4.69332 0.36337 0.29878 -1.07 1.16 2.17 -0.94
O -2.11353 -0.09665 1.28758 -0.17 1.23 -0.34 -0.95
O -0.92216 -2.08309 0.00922 0.65 -3.53 3.58 -0.95
O -2.62698 -2.26503 -3.27868 0.96 0.63 -0.18 -0.94

Record 2
36
Properties=species:S:1:pos:R:3:forces:R:3:nbo_charge:R:1 method="wB97M-V/def2-TZVPD" homo_ev=-10.652 smiles=O.O.O.O.O.O.O.O.O.O.O.O largest_force_ha_per_bohr=0.0766 total_energy_ha=-917.1413 relative_energy_kcal_mol=115.5 homo_lumo_gap_ha=0.3663
H -0.18002 -0.26174 -0.41325 -0.11 0.89 -0.40 0.47
H -0.23593 0.59344 0.78462 -0.03 0.22 1.96 0.43
H -3.33079 -0.54155 -1.57668 -0.46 -0.43 -0.63 0.45
H -2.63414 0.27406 -0.54305 0.97 -0.91 -1.48 0.45
H -0.76083 -2.31419 0.19006 -0.75 -0.27 -0.19 0.47
H -1.50480 -1.27228 0.94781 -0.74 -1.15 -1.25 0.44
H 1.69852 -3.38041 -1.17889 1.61 -1.41 -0.51 0.48
H 0.28357 -3.04076 -1.62761 0.32 0.06 0.12 0.49
H 4.30993 -2.56377 -1.11984 -1.06 1.31 -1.53 0.48
H 3.05300 -1.86397 -1.88050 -0.26 -0.17 0.31 0.47
H 0.53387 2.42892 -3.25737 0.72 3.00 -1.19 0.46
H 1.18201 1.06793 -3.07070 -1.16 0.92 0.39 0.47
H 1.71931 3.12743 4.19736 0.10 -0.25 -0.65 0.47
H 1.05041 2.26772 3.11652 -0.08 0.05 0.10 0.46
H -3.76552 -0.85040 1.19981 -2.70 -1.21 0.15 0.45
H -4.91030 -0.98748 0.22367 -0.44 -0.15 -0.27 0.46
H 3.29133 0.58145 -0.54801 0.78 0.46 -0.14 0.47
H 2.20544 -0.43319 -0.47633 -0.13 2.35 -0.43 0.45
H -4.17049 2.56129 -1.55657 0.14 0.90 0.68 0.47
H -3.60983 2.43385 -0.18105 0.22 0.09 0.45 0.45
H 2.34840 2.56204 0.89522 1.03 1.08 -0.11 0.47
H 2.19060 3.60283 -0.07900 -2.11 1.26 -2.83 0.46
H 0.45083 -3.24026 2.81486 0.00 -1.07 0.24 0.46
H 0.65400 -1.89585 3.03293 -0.21 3.69 -1.11 0.45
O -0.12859 0.67737 -0.13689 -0.49 -0.84 -1.20 -0.90
O -2.43716 -0.34584 -1.30888 -1.16 2.33 0.85 -0.90
O -1.67450 -1.94895 0.22249 2.19 0.11 2.61 -0.92
O 0.96184 -2.86717 -0.95552 -1.98 1.40 0.37 -0.97
O 4.00512 -1.95404 -1.86487 1.34 -1.12 1.21 -0.95
O 0.35417 1.59904 -2.93413 0.44 -3.84 0.74 -0.93
O 1.84595 2.77652 3.29520 -0.11 0.11 0.71 -0.93
O -4.74436 -1.18214 1.14763 3.01 1.25 0.16 -0.91
O 2.34429 0.55939 -0.66923 0.04 -2.80 0.48 -0.93
O -3.99510 3.10162 -0.74898 -0.35 -0.92 -1.15 -0.92
O 2.78942 3.39187 0.56791 1.20 -2.30 2.70 -0.93
O 0.81035 -2.66277 3.49124 0.22 -2.65 0.86 -0.91

Record 3
36
Properties=species:S:1:pos:R:3:forces:R:3:nbo_charge:R:1 method="wB97M-V/def2-TZVPD" homo_ev=-10.058 smiles=O.O.O.O.O.O.O.O.O.O.O.O largest_force_ha_per_bohr=0.0200 total_energy_ha=-917.1897 relative_energy_kcal_mol=85.2 homo_lumo_gap_ha=0.3659
H -0.37332 0.77914 0.09144 0.08 -0.45 0.11 0.48
H -0.08311 -0.66956 -0.26506 -0.15 0.23 -0.03 0.45
H -0.16787 3.78504 2.69712 0.01 0.04 0.05 0.47
H 0.52192 4.59660 3.78137 0.07 0.00 -0.06 0.48
H -1.34688 2.00257 -1.67848 -0.05 -0.04 -0.22 0.46
H -2.31532 0.87166 -1.98374 0.05 -0.04 0.05 0.48
H -2.46901 0.03586 3.30847 0.05 0.02 -0.09 0.47
H -1.21564 0.87983 3.47215 0.00 -0.17 -0.06 0.46
H -1.22861 -5.82145 -1.27032 -0.05 0.09 0.00 0.46
H -0.67186 -4.80614 -0.28583 -0.07 -0.03 0.00 0.46
H 0.02930 5.22915 -2.50711 0.10 -0.03 -0.05 0.48
H 0.03028 4.29240 -1.31022 0.10 0.27 -0.06 0.46
H 2.94402 2.53157 2.97223 -0.12 -0.08 -0.04 0.47
H 1.66474 1.71136 2.94516 0.19 -0.04 -0.15 0.47
H 0.30716 -2.88060 -4.34724 -0.06 0.07 0.09 0.47
H -1.04981 -2.32398 -4.74581 0.01 -0.01 0.19 0.47
H 2.59613 -1.33579 -0.38417 0.08 0.15 0.06 0.47
H 3.16137 -2.24423 0.69531 0.12 0.29 -0.02 0.45
H 2.45063 -3.55276 2.14445 -0.08 -0.12 0.22 0.46
H 1.28155 -3.07372 1.29957 -0.20 0.08 0.14 0.46
H 0.36128 2.92287 0.17845 0.18 0.01 0.22 0.45
H 1.32721 2.47182 -0.90487 0.21 0.02 -0.05 0.48
H -3.03580 -2.26010 -1.73315 0.14 -0.13 0.05 0.47
H -3.89477 -2.80706 -2.86144 0.02 -0.04 0.06 0.46
O -0.40829 -0.11394 0.45225 0.54 -0.74 0.47 -0.94
O 0.57398 4.38285 2.84297 -0.15 -0.08 0.00 -0.94
O -1.61895 1.13095 -1.36988 -0.36 0.66 -0.65 -0.94
O -1.85656 0.59099 2.81278 -0.14 0.25 0.35 -0.93
O -1.25313 -4.88326 -1.05079 0.24 -0.15 0.14 -0.93
O 0.52788 4.50776 -2.10710 -0.27 -0.12 0.06 -0.93
O 2.55442 1.71970 3.31583 -0.05 0.08 0.14 -0.94
O -0.29064 -2.14324 -4.18014 0.10 -0.02 -0.23 -0.94
O 3.41158 -1.53908 0.08773 -0.10 -0.26 -0.12 -0.92
O 1.51012 -3.34810 2.19482 0.18 -0.08 -0.26 -0.92
O 1.13450 2.36598 0.03356 -0.31 0.13 -0.12 -0.92
O -3.10849 -3.00509 -2.34034 -0.30 0.21 -0.22 -0.93

Record 4
36
Properties=species:S:1:pos:R:3:forces:R:3:nbo_charge:R:1 method="wB97M-V/def2-TZVPD" homo_ev=-9.477 smiles=O.O.O.O.O.O.O.O.O.O.O.O largest_force_ha_per_bohr=0.0962 total_energy_ha=-917.1094 relative_energy_kcal_mol=135.5 homo_lumo_gap_ha=0.3373
H 0.55490 -0.03926 -0.22381 -1.79 1.32 -2.54 0.48
H -0.74557 0.14389 -1.11131 0.81 0.15 0.08 0.49
H 3.43866 1.62221 1.53770 0.13 0.47 -0.25 0.47
H 4.66868 2.08596 2.30962 -1.12 0.77 -0.91 0.46
H 3.31498 0.03016 -1.72423 -0.29 -0.94 -1.16 0.45
H 3.78060 -1.23862 -1.29910 1.66 -2.12 2.62 0.45
H -4.08457 -0.37698 1.00074 -2.14 1.04 -0.49 0.48
H -5.00000 0.88566 0.73640 0.53 0.79 0.00 0.47
H 1.57663 -0.54610 -1.37578 0.21 -0.43 -0.06 0.49
H 1.82265 -1.73023 -0.25244 -0.80 0.90 -2.32 0.47
H 0.31909 -1.19750 2.21825 0.66 0.05 0.33 0.47
H -0.20649 0.15796 1.53189 -0.39 -2.42 0.95 0.47
H -1.92087 4.30851 -1.57680 0.95 -0.55 -1.08 0.47
H -1.86997 4.88883 -0.16875 -0.23 -0.08 -0.52 0.46
H -1.27902 -3.87369 -0.26777 1.90 1.21 -1.28 0.47
H -2.23632 -5.03069 -0.38867 -0.06 -0.19 -0.25 0.46
H -5.28691 -1.75023 -1.85930 0.85 0.21 1.27 0.46
H -3.94572 -1.14346 -1.94727 0.62 0.25 -0.05 0.45
H 4.39536 2.67981 -0.95605 -0.03 1.04 0.27 0.48
H 4.41204 1.24110 -1.15247 -1.00 0.92 0.77 0.45
H -3.80485 3.03262 1.26963 0.22 -0.01 -0.10 0.47
H -2.29631 2.71074 1.16256 -0.93 -0.31 -0.18 0.47
H 2.43376 -3.71069 1.46011 1.75 2.09 -0.18 0.50
H 3.90860 -3.08345 1.19294 -0.78 -0.22 0.19 0.48
O 0.16523 0.49509 -1.03199 -0.66 0.68 2.59 -0.98
O 3.97368 2.41978 1.67301 1.15 -0.93 2.06 -0.93
O 3.34813 -0.91679 -2.02893 0.93 3.80 -2.65 -0.89
O -5.02985 -0.05313 0.83396 1.39 -1.61 0.95 -0.95
O 1.35572 -1.43685 -1.11606 -0.29 -3.63 3.35 -0.96
O -0.42670 -0.80921 1.77655 -0.29 2.47 -1.12 -0.94
O -2.46794 4.62104 -0.88598 -0.66 0.76 1.58 -0.94
O -1.97847 -4.29161 0.15695 -1.79 -0.99 1.54 -0.93
O -4.52036 -1.50222 -1.27228 -1.29 -0.81 -1.71 -0.91
O 3.82919 1.94533 -0.73821 1.12 -2.22 -1.89 -0.93
O -3.18850 2.31165 1.09065 0.72 0.30 0.29 -0.95
O 2.99052 -2.84962 1.42625 -1.06 -1.78 -0.09 -0.97

Record 5
53
Properties=species:S:1:pos:R:3:forces:R:3:nbo_charge:R:1 method="wB97M-V/def2-TZVPD" homo_ev="-5.300 / -5.300" largest_force_ha_per_bohr=0.1798 total_charge=-1 total_energy_ha=-6573.5482 multiplicity=2 homo_lumo_gap_ha="0.2270 / 0.1718" s_squared=0.763
Zn -0.57973 2.13497 2.26800 1.02 -0.25 0.44 1.78
Zn 1.97449 -1.68773 0.98901 -0.03 0.42 0.69 1.78
S 2.36656 0.82867 2.98574 3.83 3.07 7.83 2.69
O 1.01455 1.27240 2.91250 -5.39 1.59 -0.75 -1.22
O 3.27849 1.80883 2.47506 0.81 0.86 -2.20 -1.06
O 2.64472 0.66825 4.44290 -0.19 -0.42 -1.11 -1.09
O 2.42815 -0.43445 2.37477 0.85 -5.45 -3.09 -1.18
S 1.82948 -4.05508 -1.39107 1.66 -2.82 0.05 2.56
O 1.90220 -3.01095 -0.39838 0.08 0.54 1.57 -1.15
O 0.54190 -4.75571 -1.31896 -0.50 -0.28 0.04 -0.78
O 1.81747 -3.45008 -2.71393 0.06 0.00 -1.08 -0.68
O 2.89078 -5.06740 -1.21862 -0.73 1.40 -0.24 -0.88
S -0.38832 0.23223 -0.39303 -0.71 -2.87 0.40 2.71
O 0.78974 -0.50726 0.08136 -0.25 1.07 -1.53 -1.16
O -0.67126 1.20551 0.64236 -1.45 1.29 0.13 -1.20
O -0.18208 0.92343 -1.65174 0.43 0.74 0.00 -1.06
O -1.49985 -0.72580 -0.53184 0.60 0.46 0.67 -1.09
O -3.81767 -0.43669 -1.48795 -1.38 0.25 -0.41 -0.99
H -3.79549 -0.82861 -2.36095 0.00 -0.13 -0.20 0.46
H -2.89706 -0.34747 -1.24148 0.59 -0.09 0.24 0.49
O 0.66971 3.56670 1.53409 -1.03 1.44 0.71 -1.04
H 1.15084 4.37333 1.71871 0.03 0.04 0.44 0.50
H 1.14766 3.16258 0.80987 0.94 -0.89 -1.16 0.53
O 3.70659 -1.08914 -0.05097 0.67 0.21 -0.17 -0.97
H 3.87956 -0.17428 -0.27312 -0.10 0.44 0.46 0.50
H 4.42637 -1.57430 -0.45441 -0.01 -0.50 -0.11 0.50
O -2.92241 -2.09846 1.38335 0.04 -0.17 0.92 -0.99
H -2.31235 -1.89137 0.67542 0.23 0.60 -0.74 0.50
H -3.16901 -3.01032 1.22858 -0.22 -0.21 0.00 0.48
O -1.43108 -3.09444 -2.02642 -0.74 -0.08 -0.24 -0.96
H -0.62420 -3.47563 -1.68021 0.07 -0.25 -0.04 0.47
H -1.70105 -2.46013 -1.36235 0.05 0.42 -0.12 0.47
O -2.20423 3.57375 -2.28011 -0.41 0.28 0.06 -0.94
H -1.72653 4.14743 -1.68102 0.26 0.13 0.04 0.46
H -1.80762 2.71171 -2.15431 0.25 -0.44 0.01 0.49
O 0.22733 -2.22962 2.27043 0.36 -0.67 -0.18 -0.97
H -0.38443 -2.73371 1.73390 -0.34 -0.26 -0.22 0.49
H -0.33174 -1.68075 2.82036 0.20 0.47 0.25 0.50
O 1.63708 2.62968 -0.68389 0.68 0.86 0.29 -0.97
H 0.87171 2.14199 -0.98820 -0.57 -0.40 -0.70 0.50
H 2.38484 2.14720 -1.03644 0.18 -0.01 0.08 0.48
O -1.76004 0.63887 3.16531 -0.11 0.04 0.28 -0.99
H -2.00272 0.01389 2.48213 -0.19 -0.37 -0.70 0.52
H -2.37600 0.46702 3.87756 -0.09 0.20 0.33 0.50
O -2.36469 3.31258 1.76965 0.16 0.10 0.70 -0.98
H -2.39832 4.18593 2.16000 0.02 0.30 0.17 0.49
H -2.86418 3.39348 0.95713 -0.01 -0.42 -0.58 0.52
O 2.04207 -0.47292 -2.56590 0.55 0.06 -0.57 -0.92
H 2.87518 -0.10004 -2.27759 0.16 -0.06 -0.04 0.43
H 1.41809 -0.22130 -1.88505 -0.15 -0.08 -0.03 0.48
O -0.96423 0.52909 -4.11423 -0.26 0.03 -0.84 -0.95
H -0.85334 0.85338 -3.22048 0.30 -0.20 0.35 0.48
H -1.88594 0.69077 -4.31556 -0.22 -0.01 -0.15 0.45

Record 6
39
Properties=species:S:1:pos:R:3:forces:R:3:lowdin_charge:R:1 method="wB97M-V/def2-TZVPD" homo_ev=-19.697 largest_force_ha_per_bohr=0.0982 total_charge=+3 total_energy_ha=-1040.1722 relative_energy_kcal_mol=0.0 homo_lumo_gap_ha=0.2830
Hf -4.29691 36.61806 -14.41947 -1.38 -4.85 0.27 1.94
O -4.94144 34.81933 -14.81721 0.94 1.66 -0.54 -0.29
H -5.05605 33.87061 -15.14119 0.57 1.44 0.30 0.06
O -2.25810 36.14551 -15.14898 -1.06 0.50 -0.70 -0.07
H -1.36074 35.89059 -14.94100 0.64 -0.01 0.63 0.13
H -2.47805 35.68137 -15.98471 0.21 -0.48 -0.80 0.04
O -3.21354 34.81583 -17.37491 -0.71 0.91 3.11 0.01
H -3.87550 34.13270 -17.26852 -0.37 -0.82 0.60 0.02
H -3.07488 34.77838 -18.27260 1.25 0.10 -3.62 0.06
O -5.61066 33.68218 -12.37743 -0.92 0.02 -0.14 -0.06
H -5.27884 33.86842 -13.26534 -0.10 -0.44 0.58 -0.05
H -6.30917 33.00459 -12.53719 0.82 0.58 0.41 0.08
O -5.56235 36.44608 -12.63370 -1.11 0.50 -0.17 -0.09
H -6.41333 35.95070 -12.65588 0.36 -0.14 -0.30 0.14
H -5.38451 36.45983 -11.69368 0.63 -0.04 0.81 0.13
O -4.22292 37.24720 -16.46686 1.20 2.26 1.56 -0.03
H -4.57142 36.65796 -17.08013 -1.40 -2.16 -2.24 0.07
H -3.47408 37.65115 -16.93006 0.23 0.41 -0.04 0.15
O -4.75351 32.43752 -17.16745 0.19 1.29 -0.42 -0.01
H -5.23341 31.69161 -16.86607 -0.60 -1.48 0.87 0.05
H -5.17971 32.52246 -18.02422 0.16 0.30 -0.70 0.10
O -7.69510 33.65591 -15.68378 0.87 1.39 0.84 -0.03
H -7.62043 32.89723 -16.24472 -0.08 -0.77 -0.47 0.03
H -6.81094 33.77661 -15.28115 -1.24 -0.50 -0.37 -0.03
O -5.60709 31.83579 -14.39640 0.63 0.76 -0.69 -0.01
H -6.02003 30.99336 -14.25643 -0.70 -0.84 0.37 0.09
H -4.87425 31.61848 -14.97644 0.39 -0.23 0.18 0.04
O -6.36216 37.33437 -14.85784 0.37 0.50 0.45 -0.04
H -6.83127 37.89599 -14.23150 -0.14 0.45 0.40 0.13
H -7.06352 37.03663 -15.43594 -0.39 -0.54 -0.95 0.14
O -2.51603 33.26244 -13.85355 -1.00 0.47 0.64 -0.03
H -2.76594 32.41827 -13.45839 -0.33 -0.02 0.34 0.09
H -1.65617 33.04649 -14.17569 1.25 -0.30 -0.61 0.04
O -3.09761 35.94202 -12.73527 0.37 4.08 1.11 -0.05
H -2.68847 35.13784 -12.52307 0.83 -3.22 0.00 0.07
H -2.58170 36.58861 -12.17153 -0.67 -0.61 -0.48 0.18
O -1.80383 32.24401 -16.46305 1.45 -0.23 -0.10 -0.01
H -2.65887 32.54184 -16.22675 -1.35 0.31 0.20 -0.05
H -1.26180 33.04073 -16.44815 0.18 -0.23 -0.31 0.04